# 1
Below is a structure of composition C22H41Br2ClN4O9, with properties calculated with ωB97M-V/def2-TZVPD.

ORCA input file:
```
! RIJCOSX wB97M-V def2-TZVPD def2/J DEFGRID3
* xyz 0 1
C 2.40 2.66 1.47
O 1.37 2.97 2.40
C 0.14 3.22 1.78
C -0.77 1.99 1.59
C -0.07 0.65 1.92
Br 0.17 0.53 3.81
C 0.34 -0.38 1.18
C 0.29 -0.51 -0.31
Br 1.11 -1.91 1.96
O -1.88 2.00 2.57
C -2.82 1.18 2.05
O -3.66 0.59 2.66
O -2.71 1.18 0.69
C -1.76 2.21 0.42
Cl -1.13 2.15 -1.24
C -2.48 3.60 0.52
C -4.00 3.53 0.40
O -4.65 3.41 1.66
H 3.25 2.33 2.05
H 2.11 1.84 0.82
H 2.66 3.54 0.88
H 0.29 3.72 0.82
H -0.41 3.89 2.42
H 0.80 -1.42 -0.61
H 0.81 0.31 -0.78
H -0.73 -0.57 -0.67
H -2.22 4.10 1.45
H -2.12 4.24 -0.28
H -4.32 4.48 -0.02
H -4.31 2.75 -0.29
H -4.96 2.51 1.79
C 0.93 -6.83 -0.99
C 1.30 -5.74 0.00
O 1.27 -4.56 -0.30
N 1.68 -6.14 1.24
C 1.79 -7.49 1.76
H 0.67 -6.35 -1.93
H 1.78 -7.49 -1.16
H 0.08 -7.41 -0.64
H 1.91 -5.37 1.85
H 1.13 -7.63 2.62
H 2.82 -7.69 2.07
H 1.52 -8.21 0.99
C 5.88 -5.77 -2.31
C 4.69 -6.69 -2.43
O 4.42 -7.52 -1.57
N 3.90 -6.56 -3.53
C 4.05 -5.63 -4.63
H 6.39 -6.00 -1.38
H 6.57 -5.92 -3.14
H 5.56 -4.73 -2.29
H 3.12 -7.19 -3.55
H 3.17 -4.98 -4.71
H 4.17 -6.17 -5.57
H 4.92 -5.00 -4.48
C 0.29 4.79 4.97
C 0.51 6.24 4.62
O 1.22 6.58 3.69
N -0.14 7.17 5.37
C -1.02 6.95 6.50
H 0.87 4.18 4.29
H 0.62 4.58 5.99
H -0.76 4.52 4.88
H 0.04 8.12 5.08
H -2.01 7.36 6.30
H -0.62 7.44 7.40
H -1.12 5.89 6.70
C -3.78 0.65 -6.63
C -2.70 0.82 -5.58
O -1.69 0.15 -5.58
N -2.90 1.78 -4.63
C -4.02 2.67 -4.47
H -3.47 -0.14 -7.30
H -4.73 0.38 -6.17
H -3.92 1.57 -7.20
H -2.15 1.84 -3.96
H -3.70 3.71 -4.53
H -4.51 2.52 -3.51
H -4.76 2.50 -5.25
*
```

Calculated values
HOMO level: -9.01 eV
frontier orbital gap: 9.48 eV



# 2
Below is an isolated molecule of C2H6N2O2 at a distorted geometry, with properties calculated with ωB97M-V/def2-TZVPD.

ORCA input file:
```
! RIJCOSX wB97M-V def2-TZVPD def2/J DEFGRID3
* xyz 0 1
C 0.73 -0.87 0.16
N -0.63 -0.48 -0.01
C -0.64 0.89 -0.50
N -1.58 -1.47 -0.43
O -1.15 -2.54 -0.58
O -2.73 -1.14 -0.61
H 0.69 -2.02 0.48
H 1.38 -0.68 -0.68
H 1.10 -0.39 1.13
H -0.04 0.82 -1.32
H -1.62 1.33 -0.86
H -0.14 1.49 0.28
*
```

Calculated values
structure (SMILES): CN(C)[N+](=O)[O-]
HOMO level: -10.01 eV
energy above the lowest of the compared OMol25 structures with the same formula, charge and spin: 5.239 eV
frontier orbital gap: 10.82 eV



# 3
Below is the ion C4H6NO with charge +1 at a distorted geometry, with properties calculated with ωB97M-V/def2-TZVPD.

ORCA input file:
```
! RIJCOSX wB97M-V def2-TZVPD def2/J DEFGRID3
* xyz 1 3
C 2.86 0.51 -0.25
C -0.54 -0.07 -0.44
C 0.61 -0.27 0.48
C -1.85 0.03 0.04
N 1.85 0.16 0.18
O 0.08 -1.38 -0.13
H 3.89 0.58 -0.52
H -0.36 0.42 -1.36
H 0.38 -0.19 1.61
H -2.04 -0.24 1.02
H -2.49 -0.52 -0.57
H -2.42 0.96 -0.04
*
```

Calculated values
HOMO level (alpha / beta): -11.19 / -17.28 eV
energy above the lowest of the compared OMol25 structures with the same formula, charge and spin: 4.095 eV
frontier orbital gap (alpha / beta): 7.36 / 7.28 eV



# 4
Below is an isolated molecule of C3H6O at a distorted geometry, with properties calculated with ωB97M-V/def2-TZVPD.

ORCA input file:
```
! RIJCOSX wB97M-V def2-TZVPD def2/J DEFGRID3
* xyz 0 1
C -1.23 0.26 0.17
C 0.10 -0.37 -0.23
C 1.64 0.12 0.20
O 0.84 -0.84 0.84
H -1.87 -0.54 0.57
H -1.75 0.73 -0.67
H -1.09 1.00 0.97
H 0.06 -1.01 -1.11
H 2.32 -0.32 -0.54
H 0.97 0.96 -0.19
*
```

Calculated values
structure (SMILES): C[C@H]1CO1
HOMO level: -8.84 eV
energy above the lowest of the compared OMol25 structures with the same formula, charge and spin: 3.724 eV
frontier orbital gap: 9.94 eV



# 5
Below is the ion C9H17NO3P with charge -1 at a distorted geometry, with properties calculated with ωB97M-V/def2-TZVPD.

ORCA input file:
```
! RIJCOSX wB97M-V def2-TZVPD def2/J DEFGRID3
* xyz -1 1
C -0.27 -3.39 -0.52
C -0.84 -2.18 -0.45
C -0.42 -1.21 0.51
C 0.09 0.31 0.17
C -0.03 0.84 -1.26
C -0.32 2.29 -1.32
C 1.32 0.76 0.96
C 2.54 0.11 0.35
C -1.26 0.13 0.87
N -1.52 0.32 2.24
P -2.91 0.39 -0.16
O -2.95 -0.05 -1.60
O -3.28 1.82 0.19
O -3.86 -0.64 0.71
H -0.53 -3.97 -1.34
H 0.44 -3.84 0.10
H -1.67 -1.81 -1.02
H -0.01 -1.63 1.48
H 0.90 0.56 -1.90
H -0.90 0.44 -1.77
H -1.22 2.49 -0.62
H -0.48 2.74 -2.29
H 0.30 3.09 -0.84
H 1.31 1.86 0.96
H 1.20 0.39 2.02
H 2.55 -0.87 0.72
H 3.41 0.80 0.64
H 2.51 0.11 -0.76
H -2.51 0.23 2.31
H -1.46 1.28 2.34
H -3.86 -1.60 0.42
*
```

Calculated values
structure (SMILES): C=C[C@H]1C(CC)(CC)[C@@]1(N)[P@](=O)([O-])O
HOMO level: -4.51 eV
energy above the lowest of the compared OMol25 structures with the same formula, charge and spin: 0.123 eV
frontier orbital gap: 7.97 eV



# 6
Below is a cluster of 14 separate species, C5H41N2O14 in total at a distorted geometry, with properties calculated with ωB97M-V/def2-TZVPD.

ORCA input file:
```
! RIJCOSX wB97M-V def2-TZVPD def2/J DEFGRID3
* xyz 1 1
N -0.57 -1.40 -1.68
C -0.33 -0.25 -0.69
C -1.09 0.96 -1.08
O -2.47 0.55 -1.37
C 1.22 0.13 -0.62
N 1.41 1.11 0.48
C 1.69 0.39 1.71
C 2.49 2.15 0.23
H -0.82 -1.10 -2.60
H 0.19 -2.09 -1.70
H -1.43 -2.03 -1.50
H -0.62 -0.73 0.30
H -1.11 1.71 -0.25
H -0.74 1.46 -2.01
H -3.04 0.82 -0.61
H 1.47 0.66 -1.59
H 1.70 -0.92 -0.55
H 2.48 -0.41 1.71
H 2.11 1.16 2.38
H 0.80 0.02 2.20
H 3.46 1.71 0.07
H 2.10 2.91 -0.47
H 2.60 2.87 1.19
H -1.97 -3.47 0.50
H -0.63 -3.65 1.27
O -1.26 -4.08 0.61
H -3.90 -2.06 -0.48
H -2.70 -1.43 0.36
O -3.01 -2.06 -0.31
H -0.05 -3.91 -0.33
H 1.15 -4.59 -1.01
O 0.86 -3.68 -0.78
H -2.07 1.75 3.54
H -0.92 1.90 2.48
O -1.55 1.32 2.91
H -1.59 -0.30 2.37
H -1.35 -1.74 2.61
O -1.70 -1.19 1.91
H -0.81 0.19 -4.91
H 0.11 1.34 -4.18
O -0.13 0.35 -4.25
H -0.54 3.47 0.70
H 0.48 2.42 0.96
O -0.09 3.07 1.42
H 4.79 -0.68 -0.54
H 5.20 -0.28 0.89
O 4.51 -0.18 0.22
H 0.17 3.35 -1.96
H 1.28 3.48 -3.11
O 0.80 2.87 -2.59
H -0.50 5.13 -0.37
H -1.73 4.75 -1.16
O -0.99 4.34 -0.68
H -5.30 -0.42 0.31
H -4.92 0.87 0.96
O -4.58 0.15 0.49
H 2.19 -3.08 0.08
H 3.13 -1.95 0.49
O 2.88 -2.88 0.69
H 1.66 -2.84 1.90
H 0.80 -3.19 3.13
O 0.80 -2.79 2.29
*
```

Calculated values
HOMO level: -11.77 eV
energy above the lowest of the compared OMol25 structures with the same formula, charge and spin: 3.564 eV
frontier orbital gap: 9.47 eV